1.
Density functional theory data (ωB97M-V with the def2-TZVPD basis set) for 15 unconnected molecules or ions with the total composition C35H103N25O15 at a distorted geometry.

Structure (ORCA input):
```
! wB97M-V def2-TZVPD RIJCOSX def2/J DEFGRID3
* xyz 0 1
N -0.834 3.393 -6.081
H 2.039 -0.240 -2.564
O -2.021 4.513 3.218
H 3.491 3.635 5.357
H 2.000 6.479 -0.090
H -0.182 2.897 6.103
C -0.150 2.861 -5.041
C -0.275 -1.849 -1.671
H 0.453 4.674 -4.800
H -8.244 3.524 0.191
O 1.492 -2.734 -6.380
C -7.913 2.019 1.728
H 1.449 -3.116 5.273
H -1.670 6.562 5.545
H -0.346 -1.194 -3.711
C -0.924 -1.001 -2.805
H 6.955 0.189 -3.048
H 1.805 -3.807 3.829
H -2.743 5.566 7.300
N -1.884 -6.162 -4.485
H -0.635 -3.887 -1.050
C 3.268 -4.604 -4.046
H 5.882 -1.712 -1.346
H -1.276 5.255 -0.357
H 7.400 -4.226 0.465
N 5.463 -2.604 -1.551
O -0.446 1.761 -4.555
H -1.423 2.821 -6.655
H -2.286 -2.218 3.075
H 4.275 -1.659 5.224
H 0.187 0.061 -5.688
C 2.488 2.174 1.424
C -3.797 -5.000 0.865
H -9.764 2.936 0.866
C 1.669 1.977 3.620
H 2.627 -1.070 0.390
H -5.810 1.740 2.374
H 1.187 -2.539 -3.030
H 3.544 -1.118 0.167
C 0.695 -0.057 1.671
C -6.417 2.046 1.515
H 3.105 2.006 6.103
H 2.629 1.114 1.187
H -5.039 3.123 -1.391
N -0.516 4.755 -0.778
H 0.479 6.338 0.808
N -0.299 -1.143 -0.346
H 1.443 -3.026 -1.365
N 0.293 -0.817 -6.170
H -1.842 4.121 7.763
N -0.416 -4.700 -5.424
H -0.621 3.412 2.162
C -1.370 -5.663 -5.648
C 2.732 2.987 5.797
H 5.831 0.984 -2.010
H 2.721 -1.059 5.947
C -1.541 3.263 2.722
H 2.010 0.994 3.945
H -1.846 -0.115 -0.463
C -8.761 2.641 0.577
C 2.161 -0.968 -1.764
H 0.647 1.510 6.303
O 3.633 -0.779 2.179
H 1.254 3.811 4.541
H -0.362 -1.009 -6.912
H 0.834 2.048 0.101
H 3.139 -1.414 -1.975
O -4.720 -5.584 0.282
N 2.163 -3.209 4.563
O -2.630 3.095 -2.049
N -1.538 -2.401 2.429
H 1.123 3.677 -3.520
H -4.011 -3.324 -0.176
H -2.131 -2.930 -1.424
O 2.627 2.585 2.747
H 2.962 -1.528 -4.833
C -1.785 4.533 5.593
H -5.059 -0.418 1.079
H -7.436 3.315 3.280
N 0.391 2.216 5.627
C 2.532 -1.879 4.019
H -0.281 -0.063 2.145
H -0.936 0.087 -2.731
H -3.411 -6.488 2.100
H -2.354 1.268 -3.712
H -1.453 2.421 3.412
N 3.494 -5.659 -3.218
O 1.589 4.767 -1.709
H 0.072 -4.777 -4.551
H -4.110 1.040 0.977
H -1.940 -1.317 -3.043
O -1.626 -0.908 0.061
H -3.417 5.339 4.496
H -2.421 -5.168 2.509
C -1.113 -3.159 -1.710
N -1.011 5.790 5.471
H 2.696 0.393 -0.354
H 4.055 -5.508 -2.394
H -3.426 3.586 4.348
N -4.798 2.502 -2.141
H -4.579 0.253 -0.543
O -1.768 -5.898 -6.781
H 0.692 1.990 3.133
H -1.047 3.732 5.531
N 5.322 -0.076 -4.947
C -0.750 -3.458 2.662
C 0.761 5.151 -0.882
H -0.045 -4.279 -6.259
H 4.586 0.077 0.733
H 1.251 0.862 1.868
H -2.329 2.955 2.026
H 1.376 -0.824 2.044
H -1.544 -5.930 -3.575
H 7.428 -2.670 -0.298
C 1.396 -1.553 -6.027
H 4.622 -2.589 -2.115
H -2.738 -3.271 0.994
H -0.756 1.564 -0.214
O 5.195 -4.716 -0.948
H 2.511 3.453 6.760
O 3.948 1.039 -3.550
C -3.518 2.429 -2.577
N -3.324 1.426 -3.467
C -4.904 0.480 0.470
O 3.570 -3.434 -3.734
H -8.687 1.917 -0.239
N 2.632 -4.907 -5.189
N 7.079 -3.615 -0.260
O -6.136 1.166 0.441
H 3.643 -0.124 4.727
C 3.238 -2.077 2.659
H -1.097 -3.608 -2.703
N -3.154 -5.532 1.919
N 0.220 -3.628 1.697
H -4.030 0.964 -4.006
N 1.099 6.062 0.073
H -0.801 5.753 4.473
H -5.519 2.024 -2.649
C 5.012 0.460 -3.757
C 0.279 1.266 -0.421
H 4.708 -0.063 -5.741
N 2.284 -0.887 -5.235
H -8.244 0.997 1.927
H -0.834 4.028 -1.404
H 1.585 -1.383 3.779
H -1.208 -1.767 1.717
H -3.352 3.913 6.962
H -6.094 3.078 1.318
C 4.298 -0.958 0.946
C 5.864 -3.682 -0.858
C -2.471 4.559 6.989
H 5.139 -1.649 0.938
H 4.116 -2.715 2.781
C -2.770 4.462 4.408
H -9.012 3.458 2.874
C 1.510 2.804 4.880
C 2.074 -0.514 -0.372
N -3.352 -3.814 0.405
H 3.333 -6.610 -3.492
C 3.343 -1.118 5.054
O -0.878 -4.285 3.563
C 1.198 -2.172 -2.003
H 0.878 -4.366 1.867
H 6.101 -0.713 -4.969
H -2.652 -6.786 -4.674
H 1.498 2.357 0.988
H 3.250 2.675 0.824
H 2.518 -2.450 1.925
H 2.190 0.074 -4.964
H 2.415 -4.039 -5.694
H -0.493 4.285 -6.389
H 0.394 1.353 -1.502
H 0.389 -2.945 0.970
H 2.324 -5.834 -5.404
N 6.003 0.403 -2.813
N -8.235 2.821 2.906
C 0.660 -0.118 0.135
N 0.667 3.774 -4.416
*
```

Summary:
- frontier orbital gap (eV) = 8.753
- ΔE to the lowest compared entry with this formula, charge and spin (eV) = 0.000
- highest occupied orbital energy (hartree) = -0.3151

---

2.
Density functional theory data (ωB97M-V with the def2-TZVPD basis set) for 2 unconnected molecules or ions with the total composition C3H2ClN at a distorted geometry.

Structure (ORCA input):
```
! wB97M-V def2-TZVPD RIJCOSX def2/J DEFGRID3
* xyz 0 1
C -1.578 0.515 0.023
C -1.001 -0.709 0.009
C -0.351 -1.710 0.053
N -2.378 1.344 0.066
H 3.000 1.814 0.373
H 0.176 -2.668 0.091
Cl 2.132 1.415 -0.615
*
```

Summary:
- frontier orbital gap (eV) = 11.514
- ΔE to the lowest compared entry with this formula, charge and spin (eV) = 1.742
- highest occupied orbital energy (hartree) = -0.4046
- SMILES = C#CC#N.Cl

---

3.
Density functional theory data (ωB97M-V with the def2-TZVPD basis set) for a single C2H5N5O molecule at a distorted geometry.

Structure (ORCA input):
```
! wB97M-V def2-TZVPD RIJCOSX def2/J DEFGRID3
* xyz 0 1
N -1.787 -1.016 0.196
H 0.805 2.154 -0.233
O -1.792 0.391 0.267
H 3.397 -0.285 0.290
H 1.752 0.145 -1.359
H 2.120 0.778 0.993
N 0.153 -0.375 -0.301
C -0.540 0.852 -0.042
N 1.507 -0.509 -0.595
C 2.341 -0.208 0.598
N -0.190 2.059 -0.102
N -0.641 -1.426 -0.138
H 2.168 -0.909 1.415
*
```

Summary:
- frontier orbital gap (eV) = 10.279
- ΔE to the lowest compared entry with this formula, charge and spin (eV) = 3.061
- highest occupied orbital energy (hartree) = -0.3534
- SMILES = [H]/N=c1/onnn1NC

---

4.
Density functional theory data (ωB97M-V with the def2-TZVPD basis set) for 8 unconnected molecules or ions with the total composition C28H49ClF5N11O3P at a distorted geometry.

Structure (ORCA input):
```
! wB97M-V def2-TZVPD RIJCOSX def2/J DEFGRID3
* xyz 1 1
N 0.870 1.136 0.917
C -1.129 -5.800 0.679
H -3.028 0.746 0.451
H -8.415 -2.289 3.078
F -0.352 -1.108 0.880
N -0.622 -7.118 -3.950
H 4.633 2.425 -1.687
O -1.198 1.152 -0.674
F -1.824 1.202 2.646
C -7.052 -3.434 4.290
H 0.921 -6.450 0.783
C -2.597 -2.870 -1.156
H -0.021 2.209 -2.261
C -4.039 4.959 2.577
F 1.401 -0.829 2.428
H 1.723 6.027 -4.053
N -6.782 -4.430 5.014
C 5.864 1.527 1.670
H 2.771 -3.099 -1.218
C 0.326 -0.040 1.709
H 0.127 -6.768 -0.778
H -3.404 -4.128 5.018
H 5.685 0.454 2.105
C 3.058 -1.082 -1.903
H -4.012 3.285 -0.707
N -2.897 4.951 2.043
F 2.169 1.737 -2.616
H -1.080 -3.998 -4.977
H 2.028 -1.422 0.039
C -2.576 1.440 -0.410
N 3.566 -2.493 -1.516
H 1.751 4.278 -3.722
O 1.871 3.930 1.241
N 4.827 5.048 -4.697
C -1.218 -4.921 -5.547
H -6.717 -2.215 2.546
C 4.593 1.972 0.661
C -0.183 1.883 0.052
H 1.589 4.864 -5.395
H -6.185 4.811 2.459
N -3.588 -1.933 2.537
C -7.377 -2.232 3.418
H -1.392 -0.823 3.027
H -2.773 -1.907 -0.669
H 0.630 -5.113 -0.356
H 1.387 -1.750 -3.081
C 5.315 2.304 -0.751
H -2.213 3.792 -0.214
H 5.173 -0.891 -2.235
C 2.105 0.842 -0.014
H -0.417 2.785 0.751
C -3.133 -2.737 3.395
H 5.938 2.286 2.581
N 2.333 -1.345 -3.241
H 2.624 2.963 -1.035
H 6.898 1.554 1.079
C -0.892 -6.122 -4.674
P 1.416 2.441 1.976
C -3.033 2.968 -0.101
C -2.584 -3.706 4.430
N -2.255 -5.593 1.210
C 0.227 -6.049 0.040
H -1.897 -3.184 5.101
C 3.574 0.719 0.748
C 1.937 1.998 -1.198
H 4.209 -0.229 0.394
H -3.373 3.003 1.043
F -0.079 0.310 4.207
C 0.451 2.688 -1.274
C -0.776 0.193 2.867
O 0.389 3.026 3.210
H 4.243 0.240 -3.117
H -0.558 -4.903 -6.418
C 3.572 5.051 -4.574
H 6.031 3.246 -0.598
H 3.474 0.500 1.921
N 4.299 -0.321 -2.240
H -3.365 -3.029 -1.918
H 2.501 4.423 1.851
H -0.271 3.713 2.896
H -7.240 -1.309 3.988
C 2.045 -0.577 -0.809
H -3.194 1.108 -1.379
H 6.057 1.403 -0.995
H 4.115 -2.897 -2.305
Cl 0.214 4.488 -1.485
C 2.059 5.055 -4.426
H -5.593 5.933 3.707
H 2.324 -0.495 -3.840
H -2.048 -4.519 3.932
H -2.255 -4.977 -5.887
N -0.077 -2.890 -2.333
H -2.665 -3.665 -0.409
C -5.417 4.970 3.220
H -5.485 4.175 3.968
C -1.220 -2.881 -1.800
H 0.941 -0.630 -1.268
H 4.244 2.984 1.130
*
```

Summary:
- frontier orbital gap (eV) = 7.243
- highest occupied orbital energy (hartree) = -0.4077

---

5.
Density functional theory data (ωB97M-V with the def2-TZVPD basis set) for a molecular structure, C2H3FS2 at a distorted geometry.

Structure (ORCA input):
```
! wB97M-V def2-TZVPD RIJCOSX def2/J DEFGRID3
* xyz 0 1
C 0.468 0.899 0.743
C -0.503 -0.923 -0.566
S 0.850 0.264 -0.974
H -1.354 -0.686 -1.300
H -0.094 -1.989 -0.905
H 1.378 0.846 1.289
F -0.125 2.098 0.528
S -0.619 -0.509 1.185
*
```

Summary:
- frontier orbital gap (eV) = 9.427
- ΔE to the lowest compared entry with this formula, charge and spin (eV) = 0.658
- highest occupied orbital energy (hartree) = -0.3419

---

Please write out number 4 again, unchanged.
Density functional theory data (ωB97M-V with the def2-TZVPD basis set) for 8 unconnected molecules or ions with the total composition C28H49ClF5N11O3P at a distorted geometry.

Structure (ORCA input):
```
! wB97M-V def2-TZVPD RIJCOSX def2/J DEFGRID3
* xyz 1 1
N 0.870 1.136 0.917
C -1.129 -5.800 0.679
H -3.028 0.746 0.451
H -8.415 -2.289 3.078
F -0.352 -1.108 0.880
N -0.622 -7.118 -3.950
H 4.633 2.425 -1.687
O -1.198 1.152 -0.674
F -1.824 1.202 2.646
C -7.052 -3.434 4.290
H 0.921 -6.450 0.783
C -2.597 -2.870 -1.156
H -0.021 2.209 -2.261
C -4.039 4.959 2.577
F 1.401 -0.829 2.428
H 1.723 6.027 -4.053
N -6.782 -4.430 5.014
C 5.864 1.527 1.670
H 2.771 -3.099 -1.218
C 0.326 -0.040 1.709
H 0.127 -6.768 -0.778
H -3.404 -4.128 5.018
H 5.685 0.454 2.105
C 3.058 -1.082 -1.903
H -4.012 3.285 -0.707
N -2.897 4.951 2.043
F 2.169 1.737 -2.616
H -1.080 -3.998 -4.977
H 2.028 -1.422 0.039
C -2.576 1.440 -0.410
N 3.566 -2.493 -1.516
H 1.751 4.278 -3.722
O 1.871 3.930 1.241
N 4.827 5.048 -4.697
C -1.218 -4.921 -5.547
H -6.717 -2.215 2.546
C 4.593 1.972 0.661
C -0.183 1.883 0.052
H 1.589 4.864 -5.395
H -6.185 4.811 2.459
N -3.588 -1.933 2.537
C -7.377 -2.232 3.418
H -1.392 -0.823 3.027
H -2.773 -1.907 -0.669
H 0.630 -5.113 -0.356
H 1.387 -1.750 -3.081
C 5.315 2.304 -0.751
H -2.213 3.792 -0.214
H 5.173 -0.891 -2.235
C 2.105 0.842 -0.014
H -0.417 2.785 0.751
C -3.133 -2.737 3.395
H 5.938 2.286 2.581
N 2.333 -1.345 -3.241
H 2.624 2.963 -1.035
H 6.898 1.554 1.079
C -0.892 -6.122 -4.674
P 1.416 2.441 1.976
C -3.033 2.968 -0.101
C -2.584 -3.706 4.430
N -2.255 -5.593 1.210
C 0.227 -6.049 0.040
H -1.897 -3.184 5.101
C 3.574 0.719 0.748
C 1.937 1.998 -1.198
H 4.209 -0.229 0.394
H -3.373 3.003 1.043
F -0.079 0.310 4.207
C 0.451 2.688 -1.274
C -0.776 0.193 2.867
O 0.389 3.026 3.210
H 4.243 0.240 -3.117
H -0.558 -4.903 -6.418
C 3.572 5.051 -4.574
H 6.031 3.246 -0.598
H 3.474 0.500 1.921
N 4.299 -0.321 -2.240
H -3.365 -3.029 -1.918
H 2.501 4.423 1.851
H -0.271 3.713 2.896
H -7.240 -1.309 3.988
C 2.045 -0.577 -0.809
H -3.194 1.108 -1.379
H 6.057 1.403 -0.995
H 4.115 -2.897 -2.305
Cl 0.214 4.488 -1.485
C 2.059 5.055 -4.426
H -5.593 5.933 3.707
H 2.324 -0.495 -3.840
H -2.048 -4.519 3.932
H -2.255 -4.977 -5.887
N -0.077 -2.890 -2.333
H -2.665 -3.665 -0.409
C -5.417 4.970 3.220
H -5.485 4.175 3.968
C -1.220 -2.881 -1.800
H 0.941 -0.630 -1.268
H 4.244 2.984 1.130
*
```

Summary:
- frontier orbital gap (eV) = 7.243
- highest occupied orbital energy (hartree) = -0.4077

---

Please write out number 2 again, unchanged.
Density functional theory data (ωB97M-V with the def2-TZVPD basis set) for 2 unconnected molecules or ions with the total composition C3H2ClN at a distorted geometry.

Structure (ORCA input):
```
! wB97M-V def2-TZVPD RIJCOSX def2/J DEFGRID3
* xyz 0 1
C -1.578 0.515 0.023
C -1.001 -0.709 0.009
C -0.351 -1.710 0.053
N -2.378 1.344 0.066
H 3.000 1.814 0.373
H 0.176 -2.668 0.091
Cl 2.132 1.415 -0.615
*
```

Summary:
- frontier orbital gap (eV) = 11.514
- ΔE to the lowest compared entry with this formula, charge and spin (eV) = 1.742
- highest occupied orbital energy (hartree) = -0.4046
- SMILES = C#CC#N.Cl